DFT (ωB97M-V/def2-TZVPD) results for C6H10 in the gas phase.

Atoms and positions in Å:
1 C 0.958403 0.808433 0.522926
2 C 0.423679 -0.716794 -1.375829
3 C -0.562596 0.455162 0.557960
4 C -0.972880 -0.780233 1.347950
5 C 0.949243 0.629354 -0.995461
6 C -0.547564 0.339669 -0.972475
7 H -0.339498 -1.638594 1.098331
8 H 1.632679 0.130222 1.058804
9 H -2.011335 -1.061147 1.137453
10 H -1.341092 0.678100 -1.634703
11 H 1.597234 1.101100 -1.718191
12 H 1.144767 1.834551 0.862981
13 H -0.872824 -0.604187 2.424509
14 H 0.460161 -0.916234 -2.443995
15 H -1.157101 1.317012 0.879567
16 H 0.638727 -1.576412 -0.749832

Cartesian forces (eV/Å) of the 3 atoms listed first:
C 0.140 -0.072 0.020
C 0.127 -0.316 -0.061
C -0.061 0.011 0.061

net charge	0
largest force on an atom	0.6	eV/Å
Kohn-Sham gap	10.90	eV
HOMO	-9.647	eV
E_tot	-6382.5077	eV
SMILES	C[C@H]1C[C@H]2C[C@H]21
LUMO energy	0.0460	Ha
ΔE to the lowest compared entry with this formula, charge and spin	31.2	kcal/mol

These are the Mulliken partial charges, in e, on atoms 1 to 8: number 1, C, carries -0.762; number 2, C, carries -0.606; number 3, C, carries 0.147; number 4, C, carries -1.345; number 5, C, carries -0.178; number 6, C, carries -0.357; number 7, H, carries 0.272; number 8, H, carries 0.278

=====

DFT (ωB97M-V/def2-TZVPD) results for C6H10 in the gas phase.

Atoms and positions in Å:
1 C -0.455929 -0.913222 0.490464
2 C 2.258495 0.431279 0.115818
3 C -1.817910 -0.371680 0.347669
4 C 1.753441 -0.807705 0.773887
5 C 0.554305 -0.765291 1.331621
6 C -1.643854 0.953707 -0.415833
7 H -1.007157 0.813364 -1.301826
8 H 1.642162 1.298006 0.379861
9 H -2.328774 -0.224529 1.298659
10 H -2.375432 -1.080920 -0.271549
11 H 2.223502 0.319561 -0.981388
12 H -0.071663 -1.222432 -0.488875
13 H 3.291764 0.604162 0.406816
14 H 2.210781 -1.764500 0.538916
15 H -1.143375 1.698049 0.215327
16 H -2.601988 1.355035 -0.752668

Cartesian forces (eV/Å) of the 3 atoms listed first:
C -0.241 0.064 -0.544
C 0.298 0.088 0.140
C -0.363 -0.045 0.145

net charge	0
largest force on an atom	1.1	eV/Å
Kohn-Sham gap	8.96	eV
HOMO	-8.477	eV
E_tot	-6380.2578	eV
SMILES	CC=C=CCC
LUMO energy	0.0176	Ha
ΔE to the lowest compared entry with this formula, charge and spin	83.1	kcal/mol

These are the Mulliken partial charges, in e, on atoms 1 to 8: number 1, C, carries -0.238; number 2, C, carries -0.876; number 3, C, carries -0.389; number 4, C, carries -0.049; number 5, C, carries -0.306; number 6, C, carries -1.029; number 7, H, carries 0.309; number 8, H, carries 0.233

=====

DFT (ωB97M-V/def2-TZVPD) results for C6H10BN3 in the gas phase.

Atoms and positions in Å:
1 N 0.320951 0.122695 -0.711093
2 N -2.864242 0.202354 -2.241745
3 N -0.441849 3.660352 0.398107
4 C -2.199928 0.842319 -1.511903
5 C -0.012745 -1.276529 -1.073147
6 C 1.364185 0.474098 0.230951
7 C -0.944615 2.719959 -0.087315
8 C 1.079081 0.652183 1.682454
9 C -0.451639 -2.182934 0.013910
10 B -1.108682 1.408117 -0.757449
11 H -1.417960 -1.851094 0.429364
12 H -0.780219 -1.022957 -1.751489
13 H 2.269327 -0.376052 0.139070
14 H 1.878947 1.466423 -0.140541
15 H 0.111272 -2.395434 0.913973
16 H -0.743737 -3.259262 -0.370097
17 H 2.034276 1.017885 2.336030
18 H 0.893275 -1.529078 -1.672939
19 H 0.617166 -0.150504 2.295347
20 H 0.397134 1.477459 1.878515

Cartesian forces (eV/Å) of the 3 atoms listed first:
N -3.976 4.118 1.224
N 1.254 1.661 1.811
N -1.395 -1.653 -0.903

net charge	0
largest force on an atom	6.6	eV/Å
Kohn-Sham gap (spin up / spin down)	7.23 / 7.23	eV
HOMO (spin up / spin down)	-9.141 / -9.140	eV
E_tot	-11527.5599	eV
SMILES	CCN(CC)B(C#N)C#N
LUMO energy (spin up / spin down)	-0.0703 / -0.0704	Ha
ΔE to the lowest compared entry with this formula, charge and spin	0.0	kcal/mol

These are the Mulliken partial charges, in e, on atoms 1 to 8: number 1, N, carries -0.041; number 2, N, carries -0.507; number 3, N, carries -0.457; number 4, C, carries 0.621; number 5, C, carries -0.571; number 6, C, carries -0.323; number 7, C, carries 0.448; number 8, C, carries -0.974

=====

DFT (ωB97M-V/def2-TZVPD) results for a molecular structure, C6H10Br3O5V.

Atoms and positions in Å:
1 Br 0.292154 -1.041432 -4.130152
2 Br 1.096806 2.456785 -3.882268
3 Br -3.456522 -1.917326 2.576408
4 V -1.391161 -0.927960 1.145165
5 O -1.987710 1.218262 1.707540
6 O -0.002933 0.904921 1.097918
7 O 0.409732 -2.199627 0.370805
8 O -2.112309 -0.606412 -0.208325
9 O 0.196229 -2.102684 2.403370
10 C 0.557578 0.125892 -2.514731
11 C -0.187839 1.380542 -2.892832
12 C -0.936282 1.676248 1.393842
13 C -0.755880 3.225071 1.165327
14 C 0.852774 -2.515747 1.469932
15 C 2.180381 -3.306311 1.585454
16 H 2.353621 -3.373431 2.659512
17 H 0.244657 3.449672 1.534889
18 H 2.006971 -4.226063 1.026824
19 H -1.159908 1.313686 -3.381416
20 H 1.631197 0.229820 -2.357701
21 H -0.955086 3.503353 0.130442
22 H -0.310463 2.029198 -2.025479
23 H -1.521338 3.758725 1.728707
24 H 2.849706 -2.582372 1.120688
25 H 0.105625 -0.472811 -1.723919

Cartesian forces (eV/Å) of the 3 atoms listed first:
Br 0.464 -0.039 0.490
Br -0.224 0.342 -0.663
Br 0.223 -0.096 -0.096

net charge	0
largest force on an atom	6.4	eV/Å
Kohn-Sham gap (spin up / spin down)	8.21 / 3.92	eV
HOMO (spin up / spin down)	-9.618 / -9.618	eV
E_tot	-252436.3175	eV
spin multiplicity	3
LUMO energy (spin up / spin down)	-0.0518 / -0.2093	Ha

These are the Mulliken partial charges, in e, on atoms 1 to 8: number 1, Br, carries -0.178; number 2, Br, carries -0.153; number 3, Br, carries 0.033; number 4, V, carries 0.972; number 5, O, carries -0.643; number 6, O, carries -0.653; number 7, O, carries -0.738; number 8, O, carries -0.408

=====

DFT (ωB97M-V/def2-TZVPD) results for 2 unconnected molecules or ions with the total composition C6H10BrN.

Atoms and positions in Å:
1 Br -4.725824 -0.412801 0.099695
2 N -1.853338 2.034841 -0.516637
3 C 0.361419 -0.457645 -0.034733
4 C 0.707090 -0.418882 -1.491712
5 C -0.705191 -1.090004 0.428261
6 C 1.320557 0.240462 0.882339
7 C -3.259088 0.516230 0.886240
8 C -2.466881 1.237946 0.153185
9 H -1.387543 -1.608995 -0.223520
10 H -0.147412 -0.691147 -2.110254
11 H 2.291304 -0.256679 0.860622
12 H -3.174683 0.414027 1.951474
13 H 1.471609 1.274129 0.573778
14 H -1.001544 1.782644 -0.999276
15 H -0.915770 -1.141411 1.482857
16 H 1.510536 -1.126590 -1.697094
17 H 0.951165 0.231969 1.903456
18 H 1.062937 0.568152 -1.787473

Cartesian forces (eV/Å) of the 3 atoms listed first:
Br 0.322 0.139 0.061
N -0.021 0.617 -0.141
C 0.091 0.057 0.134

net charge	0
largest force on an atom	0.8	eV/Å
Kohn-Sham gap	9.11	eV
HOMO	-8.604	eV
E_tot	-77914.5613	eV
SMILES	C=C(C)C.N=C=CBr
LUMO energy	0.0184	Ha
ΔE to the lowest compared entry with this formula, charge and spin	2.8	kcal/mol

These are the Mulliken partial charges, in e, on atoms 1 to 8: number 1, Br, carries -0.122; number 2, N, carries -0.546; number 3, C, carries 0.940; number 4, C, carries -1.312; number 5, C, carries -1.089; number 6, C, carries -1.233; number 7, C, carries -0.825; number 8, C, carries 0.764

=====

DFT (ωB97M-V/def2-TZVPD) results for C6H10BrN3 in the gas phase.

Atoms and positions in Å:
1 Br 3.246110 0.191337 -0.060421
2 N 1.558400 -2.337140 2.105309
3 N -0.587212 -1.807731 -0.331049
4 N -0.144473 1.704077 -1.013893
5 C 1.184481 -1.916737 1.113437
6 C 0.591442 1.004228 -0.233227
7 C 0.809224 -1.625862 -0.235001
8 C -1.122592 2.628670 -0.500496
9 C -1.323492 -1.165342 0.786579
10 C 1.534452 0.030823 -0.722941
11 H -0.888041 -1.637313 1.660417
12 H -1.102302 2.687128 0.581849
13 H -2.310527 -1.479860 0.652506
14 H -2.276321 2.454663 -0.669631
15 H 1.723627 0.159949 -1.816394
16 H -0.943857 -1.462178 -1.283193
17 H 0.658680 1.218708 0.836260
18 H 1.537461 -2.197308 -0.838986
19 H -1.203008 -0.061780 0.762687
20 H -0.942050 3.611666 -0.793814

Cartesian forces (eV/Å) of the 3 atoms listed first:
Br 1.712 0.103 1.131
N 0.219 -0.083 1.061
N -0.663 1.167 -2.610

net charge	0
largest force on an atom	3.3	eV/Å
Kohn-Sham gap	9.87	eV
HOMO	-9.192	eV
E_tot	-80893.9284	eV
SMILES	C/N=C/[C@@H](Br)[C@@H](C#N)NC
LUMO energy	0.0248	Ha
ΔE to the lowest compared entry with this formula, charge and spin	70.1	kcal/mol

These are the Mulliken partial charges, in e, on atoms 1 to 8: number 1, Br, carries -0.052; number 2, N, carries -0.464; number 3, N, carries -0.397; number 4, N, carries -0.434; number 5, C, carries 0.117; number 6, C, carries -0.385; number 7, C, carries 0.149; number 8, C, carries -0.863

=====

DFT (ωB97M-V/def2-TZVPD) results for a molecular structure, C6H10Cl2.

Atoms and positions in Å:
1 Cl -2.187279 -1.394026 -1.965349
2 Cl 0.789753 2.122550 1.508164
3 C 0.350475 -1.346204 -0.610025
4 C -1.149217 0.103694 0.093506
5 C 2.773863 0.300093 0.949853
6 C -1.133290 -1.225586 -0.541914
7 C 0.336506 -0.201279 0.451146
8 C 1.427498 0.843197 0.526061
9 H -1.928842 0.302033 0.867051
10 H 3.128902 -0.571150 0.338634
11 H 3.588170 0.974004 0.993808
12 H -1.487425 -1.965923 0.084398
13 H 1.595915 1.328325 -0.461201
14 H -1.201373 0.899697 -0.635220
15 H 0.770902 -2.386612 -0.457415
16 H 0.737575 -1.076171 -1.605789
17 H 0.299219 -0.627127 1.457246
18 H 2.619868 -0.105480 1.978890

Cartesian forces (eV/Å) of the 3 atoms listed first:
Cl 0.055 -0.114 -0.608
Cl -0.038 1.096 1.170
C 1.176 -0.618 -1.063

net charge	0
largest force on an atom	2.8	eV/Å
Kohn-Sham gap	11.37	eV
HOMO	-10.432	eV
E_tot	-31428.3997	eV
LUMO energy	0.0346	Ha
ΔE to the lowest compared entry with this formula, charge and spin	14.8	kcal/mol

These are the Mulliken partial charges, in e, on atoms 1 to 8: number 1, Cl, carries -0.230; number 2, Cl, carries -0.198; number 3, C, carries -0.848; number 4, C, carries -0.925; number 5, C, carries -1.310; number 6, C, carries 0.164; number 7, C, carries 0.006; number 8, C, carries 0.354